# 1
Density functional theory data (ωB97M-V with the def2-TZVPD basis set) for a cluster of 9 separate species, C9H23Cl8N5O10 in total at a distorted geometry.

Values from the calculation:
**Kohn-Sham gap**: 10.42 eV
**SMILES string**: C[N+](=O)[O-].C[N+](=O)[O-].C[N+](=O)[O-].C[N+](=O)[O-].C[N+](=O)[O-].ClCCl.ClCCl.ClCCl.ClCCl
**F_max**: 3.50 eV/A
**HOMO**: -10.76 eV
**Molecular weight**: 644.932 g/mol
**LUMO level**: -0.3 eV
**Energy**: -5063.90765 Eh

```
! wB97M-V def2-TZVPD RIJCOSX def2/J DEFGRID3
* xyz 0 1
C -4.20157 -24.30498 -8.27492
N -4.69222 -24.17167 -9.70451
O -5.48054 -23.29055 -10.05142
O -4.20205 -25.06998 -10.43248
H -4.65473 -25.20697 -7.86361
H -4.53855 -23.43790 -7.70683
H -3.11426 -24.37492 -8.30549
C -11.49070 -23.51560 -1.68661
N -11.30879 -24.60142 -2.68010
O -12.30032 -25.03231 -3.26445
O -10.13366 -24.88587 -3.04671
H -11.48729 -23.85321 -0.65022
H -12.48206 -23.08225 -1.81910
H -10.78413 -22.68778 -1.74646
C -7.69304 -26.76394 -1.43717
N -8.74542 -26.17554 -0.58045
O -8.60977 -25.01797 -0.13843
O -9.67034 -26.95185 -0.36256
H -8.17840 -27.06485 -2.36559
H -7.18878 -27.61655 -0.98233
H -6.94752 -25.99390 -1.63551
C -5.08921 -28.96461 -5.33779
N -6.47406 -28.40318 -5.17239
O -6.74592 -27.33172 -5.65741
O -7.23582 -29.06741 -4.48567
H -4.88151 -29.72504 -4.58500
H -4.39641 -28.12432 -5.29265
H -5.01475 -29.42781 -6.32166
C -7.93603 -21.44438 0.39775
N -9.15838 -21.47584 1.28311
O -10.01266 -22.23576 0.98871
O -9.17388 -20.72843 2.29189
H -8.12099 -21.18344 -0.64427
H -7.41090 -22.39924 0.42175
H -7.16801 -20.78953 0.80935
Cl -7.26526 -20.08920 -4.09931
C -8.99787 -20.25876 -3.99658
Cl -9.64320 -19.84803 -2.35015
H -9.44619 -19.60539 -4.74506
H -9.28274 -21.27302 -4.27627
Cl -9.83847 -22.78684 -6.93236
C -11.54418 -22.36005 -6.64147
Cl -11.84817 -21.87171 -4.95380
H -11.71644 -21.42407 -7.17286
H -12.26019 -23.17063 -6.77709
Cl -4.72728 -20.88927 -1.21124
C -3.69733 -22.30740 -1.62193
Cl -2.14501 -21.97584 -2.39107
H -3.60378 -23.02344 -0.80545
H -4.20536 -23.03941 -2.24975
Cl -5.93123 -23.75661 -5.25140
C -7.28400 -24.07539 -4.19060
Cl -7.13259 -23.05190 -2.73150
H -8.19315 -23.76519 -4.70570
H -7.33307 -25.14015 -3.96261
*
```


# 2
Density functional theory data (ωB97M-V with the def2-TZVPD basis set) for an isolated molecule of C3H6N4O at a distorted geometry.

Values from the calculation:
**Kohn-Sham gap**: 9.68 eV
**SMILES string**: [H]/N=c1/ncn(NC)o1
**F_max**: 2.34 eV/A
**HOMO**: -9.11 eV
**Molecular weight**: 114.108 g/mol
**LUMO level**: 0.6 eV
**Energy**: -412.07046 Eh

```
! wB97M-V def2-TZVPD RIJCOSX def2/J DEFGRID3
* xyz 0 1
H 2.29162 -1.86354 -0.40430
N 2.25725 -1.04804 0.22043
C 1.40075 -0.17978 -0.08927
N 1.26459 1.05806 0.57427
C 0.09854 1.46335 0.22334
N -0.63450 0.61502 -0.57304
N -1.90889 0.16693 -0.19468
C -1.91999 -1.02160 0.66608
O 0.25769 -0.47190 -0.84058
H -0.43244 2.39198 0.45197
H -2.52699 0.06530 -1.01751
H -1.53188 -0.77551 1.65154
H -2.96442 -1.39285 0.75816
H -1.22244 -1.76580 0.29489
*
```


What are the energy relative to the best compared isomer or geometry (same formula, charge and spin) values for these records? In order: 20.9 86.9 kcal/mol.